{"formula": "C10H14NO2", "method": "ωB97M-V/def2-TZVPD", "orbital_gap_ha": 0.2787, "e_homo_ha": -0.15048, "total_charge": -1, "spin_multiplicity": 1, "symbols": ["C", "C", "C", "C", "C", "C", "C", "C", "C", "C", "N", "O", "O", "H", "H", "H", "H", "H", "H", "H", "H", "H", "H", "H", "H", "H", "H"], "xyz": [[-1.82147, -2.22512, -1.23447], [-0.84682, -1.99877, -0.56302], [2.20499, -0.23345, -1.11522], [1.24495, -2.77014, 0.71706], [0.36963, -2.05259, 1.70170], [0.26678, -1.76465, 0.24276], [-0.58694, 1.13088, -1.55137], [-0.74296, 1.06115, 0.96151], [1.08265, 2.34909, -0.14120], [0.21635, 1.07543, -0.23854], [1.13729, -0.01960, -0.12842], [2.24672, 0.55611, -2.06691], [2.99228, -1.13786, -0.82829], [-2.65815, -2.38609, -1.84379], [2.28060, -2.48127, 0.62352], [1.03255, -3.81037, 0.49407], [-0.45006, -2.58973, 2.16983], [0.82041, -1.29892, 2.32657], [-1.17848, 2.04467, -1.60028], [0.12195, 1.10471, -2.37408], [-1.24683, 0.27012, -1.62850], [-0.17422, 0.97788, 1.88571], [-1.42605, 0.21779, 0.89423], [-1.32518, 1.98188, 0.98868], [1.70369, 2.30664, 0.75258], [1.73287, 2.38792, -1.01147], [0.45223, 3.23825, -0.10624]], "nbo_charge": [-0.27, 0.00, 0.86, -0.42, -0.42, 0.05, -0.65, -0.60, -0.62, 0.11, -0.48, -0.78, -0.78, 0.22, 0.29, 0.20, 0.20, 0.23, 0.18, 0.26, 0.21, 0.20, 0.21, 0.19, 0.20, 0.26, 0.18]}

***

{"formula": "C22H30N2O5", "method": "ωB97M-V/def2-TZVPD", "orbital_gap_ha": 0.3414, "e_homo_ha": -0.32050, "smiles": "Cc1ccc2c(c1)N(CC(=O)O[C@@H](CC(C)C)C(=O)NC1CCCC1)C(=O)CO2", "spin_multiplicity": 1, "symbols": ["C", "C", "C", "C", "C", "C", "C", "N", "C", "C", "O", "O", "C", "C", "C", "C", "C", "C", "O", "N", "C", "C", "C", "C", "C", "C", "O", "C", "O", "H", "H", "H", "H", "H", "H", "H", "H", "H", "H", "H", "H", "H", "H", "H", "H", "H", "H", "H", "H", "H", "H", "H", "H", "H", "H", "H", "H", "H", "H"], "xyz": [[6.10954, 2.78158, -0.68969], [5.25477, 1.55800, -0.56205], [5.61949, 0.37847, -1.20068], [4.86191, -0.76770, -1.05630], [3.70945, -0.74552, -0.28676], [3.29498, 0.44757, 0.31395], [4.08868, 1.58068, 0.19040], [2.06123, 0.45813, 0.99210], [1.40348, 1.71381, 1.29938], [-0.12258, 1.58618, 1.37708], [-0.76345, 1.96672, 2.31661], [-0.61709, 1.15222, 0.22044], [-2.04842, 1.08310, 0.10470], [-2.56373, 2.23491, -0.75802], [-4.02512, 2.58359, -0.45008], [-4.62938, 3.36147, -1.61677], [-4.13580, 3.39712, 0.83738], [-2.43139, -0.28556, -0.48827], [-3.22424, -0.39700, -1.39983], [-1.83213, -1.31487, 0.12684], [-2.03217, -2.68724, -0.26987], [-2.19344, -3.61507, 0.93849], [-1.74046, -4.97031, 0.40890], [-0.51072, -4.62300, -0.42993], [-0.84164, -3.26802, -1.07122], [1.47201, -0.69323, 1.37009], [0.38714, -0.73059, 1.92594], [2.27210, -1.95043, 1.07564], [2.97714, -1.89291, -0.14089], [6.26310, 3.02884, -1.73861], [7.08780, 2.60534, -0.24438], [5.65274, 3.63355, -0.19373], [6.51474, 0.35330, -1.80270], [5.14425, -1.69241, -1.53272], [3.80465, 2.49461, 0.68773], [1.62249, 2.42617, 0.50001], [1.75115, 2.10732, 2.26078], [-2.46580, 1.14559, 1.11805], [-2.47327, 1.94016, -1.80476], [-1.93445, 3.11172, -0.58833], [-4.57910, 1.64704, -0.33768], [-4.62004, 2.75658, -2.51965], [-4.06329, 4.27258, -1.80160], [-5.65858, 3.63534, -1.39719], [-5.17982, 3.55110, 1.09991], [-3.66921, 4.37189, 0.70592], [-3.64601, 2.89807, 1.66973], [-1.16294, -1.13900, 0.86745], [-2.93566, -2.69407, -0.88619], [-1.52833, -3.28142, 1.73793], [-3.21306, -3.62483, 1.31877], [-2.51805, -5.39693, -0.22607], [-1.51617, -5.67954, 1.20435], [0.36103, -4.53609, 0.22095], [-0.29210, -5.38606, -1.17531], [-1.11719, -3.38578, -2.11782], [0.00892, -2.58740, -1.03149], [2.96744, -2.11417, 1.91696], [1.59461, -2.80362, 1.01211]], "nbo_charge": [-0.62, -0.02, -0.20, -0.23, 0.25, 0.16, -0.25, -0.42, -0.31, 0.83, -0.59, -0.52, 0.00, -0.42, -0.22, -0.60, -0.61, 0.67, -0.63, -0.62, -0.06, -0.40, -0.40, -0.40, -0.41, 0.68, -0.63, -0.15, -0.47, 0.22, 0.22, 0.21, 0.21, 0.23, 0.21, 0.24, 0.23, 0.23, 0.23, 0.21, 0.21, 0.21, 0.20, 0.21, 0.21, 0.20, 0.21, 0.43, 0.23, 0.20, 0.22, 0.20, 0.21, 0.19, 0.21, 0.22, 0.21, 0.20, 0.22]}

***

{"formula": "C8H9NO2", "method": "ωB97M-V/def2-TZVPD", "orbital_gap_ha": 0.3249, "e_homo_ha": -0.30438, "spin_multiplicity": 1, "symbols": ["C", "C", "C", "C", "C", "C", "C", "C", "H", "H", "H", "H", "H", "H", "H", "H", "H", "N", "O", "O"], "xyz": [[3.88044, -0.57996, 0.00119], [1.61777, 0.32781, -0.00157], [1.07244, -0.98490, 0.00533], [-0.20344, -1.16770, 0.01368], [-1.07152, -0.02525, 0.01639], [-0.58496, 1.26778, -0.03477], [0.73754, 1.46670, -0.06298], [-2.57917, -0.31563, -0.05704], [4.01624, -1.47919, -0.77188], [3.72285, -1.54901, 1.04123], [4.89631, -0.15991, 0.03438], [3.46577, 1.16469, -0.22821], [2.04104, -1.64144, -0.14190], [-1.01343, -2.29268, 0.22832], [-1.11632, 2.24096, 0.11214], [1.64874, 2.58910, 0.16284], [-4.18310, 0.64971, 0.02138], [2.98655, 0.54122, 0.01551], [-3.39696, 0.95922, 0.07219], [-3.05286, -1.36470, -0.05324]], "nbo_charge": [-0.43, 0.20, -0.34, -0.11, -0.25, -0.20, -0.18, 0.81, 0.20, 0.16, 0.21, 0.36, 0.24, 0.26, 0.26, 0.18, 0.45, -0.56, -0.72, -0.55]}